C37H26HgN3O7P2Te as an isolated structure. Source: the Open Molecules 2025 dataset; level of theory: ωB97M-V with the def2-TZVPD basis set.

XYZ file:
```
77
Properties=species:S:1:pos:R:3:mulliken_spin:R:1
Hg 1.45 -1.35 -0.98 0.524
Te -3.00 1.11 1.22 0.033
C -3.01 1.98 3.16 0.000
C -4.20 2.48 3.68 -0.001
C -4.22 2.98 4.97 0.001
N -3.15 3.02 5.76 0.001
C -2.02 2.55 5.26 -0.001
C -1.89 2.03 3.99 0.004
C -0.92 0.48 1.35 0.013
P 0.07 1.37 0.09 0.010
C -0.24 3.06 0.77 -0.003
C -1.18 3.85 0.13 0.000
C -1.54 5.08 0.66 -0.001
C -0.94 5.53 1.83 -0.001
C 0.02 4.76 2.45 0.001
C 0.38 3.53 1.92 -0.002
C 1.77 1.16 0.77 0.010
C 2.81 1.69 0.00 0.006
C 4.11 1.63 0.45 -0.006
C 4.39 1.03 1.67 0.005
C 3.37 0.47 2.42 0.000
C 2.06 0.53 1.97 0.002
P -0.96 -1.19 0.70 0.164
C -2.13 -1.49 -0.67 -0.058
C -3.28 -2.27 -0.54 0.007
C -4.12 -2.46 -1.62 -0.003
C -3.83 -1.87 -2.84 0.009
C -2.71 -1.07 -2.97 -0.015
C -1.86 -0.88 -1.89 0.026
C -1.58 -2.25 2.02 0.043
C -1.54 -3.63 1.77 -0.005
C -1.84 -4.53 2.76 -0.019
C -2.16 -4.09 4.03 0.027
C -2.19 -2.73 4.30 -0.015
C -1.90 -1.81 3.30 0.048
H -5.10 2.47 3.08 -0.001
H -5.14 3.36 5.40 0.000
H -1.16 2.61 5.93 0.000
H -0.94 1.67 3.62 -0.002
H -1.62 3.51 -0.79 0.002
H -2.28 5.69 0.16 0.000
H -1.24 6.48 2.25 0.000
H 0.50 5.11 3.35 0.000
H 1.13 2.93 2.41 0.001
H 2.57 2.15 -0.95 0.003
H 4.91 2.03 -0.15 -0.001
H 5.41 0.98 2.03 0.000
H 3.59 -0.02 3.36 -0.001
H 1.26 0.10 2.56 -0.002
H -3.52 -2.73 0.41 0.002
H -5.00 -3.09 -1.52 0.000
H -4.48 -2.02 -3.69 0.001
H -2.46 -0.61 -3.90 0.001
H -0.99 -0.25 -2.01 0.058
H -1.25 -3.96 0.78 0.005
H -1.81 -5.60 2.56 -0.001
H -2.36 -4.80 4.82 0.003
H -2.44 -2.38 5.29 0.000
H -1.94 -0.75 3.51 0.010
O 5.74 -0.46 -2.52 0.012
C 4.64 -1.01 -2.49 0.005
O 4.05 -1.38 -1.44 0.030
C 3.97 -1.35 -3.83 -0.022
C 4.67 -2.04 -4.77 -0.004
C 4.08 -2.42 -6.00 0.002
C 2.75 -2.11 -6.26 -0.009
C 2.01 -1.42 -5.32 -0.006
C 2.59 -0.95 -4.06 0.065
O 1.95 -0.24 -3.27 0.031
N 0.64 -1.20 -5.60 0.004
O 0.25 -1.39 -6.75 0.001
O -0.12 -0.86 -4.71 0.003
N 4.82 -3.13 -6.95 0.000
O 4.29 -3.42 -8.03 0.002
O 5.99 -3.44 -6.69 0.002
H 5.69 -2.34 -4.58 -0.001
H 2.28 -2.42 -7.18 0.000
```

The charge is -2. As for the expectation value of S²: 0.76. Its electronic energy is -3220.51443 a.u. As for the HOMO-LUMO gap (alpha / beta): 5.4 / 6.0 eV. The maximum force is 1.65 eV/A. The calculation puts the energy above the lowest of the compared OMol25 structures with the same formula, charge and spin at 0.719 eV. Its spin multiplicity is 2.

C22H28BaCl5N2O2S4Si as an isolated structure. Source: the Open Molecules 2025 dataset; level of theory: ωB97M-V with the def2-TZVPD basis set.

XYZ file:
```
65
Properties=species:S:1:pos:R:3:lowdin_charge:R:1
Ba 0.26 0.92 -0.17 1.294
Cl -3.00 1.68 -0.17 0.617
C -2.56 2.14 -1.83 -0.708
C -1.34 1.71 -2.30 -0.377
C -1.06 2.07 -3.60 -0.727
Cl 0.50 1.59 -4.25 0.649
C -1.94 2.77 -4.42 -0.709
Cl -1.54 3.15 -6.06 0.651
C -3.16 3.18 -3.89 -0.710
Cl -4.28 4.08 -4.86 0.651
C -3.49 2.87 -2.57 -0.714
Cl -4.99 3.39 -1.89 0.654
C -1.73 4.45 1.37 -0.147
O -0.63 3.54 1.43 -0.369
C 0.17 3.53 2.53 -1.353
S -0.23 4.44 3.88 0.574
S 1.52 2.51 2.35 0.468
H -2.13 4.35 0.36 0.064
H -1.39 5.46 1.56 0.070
H -2.49 4.18 2.10 0.077
S -1.26 -0.28 2.87 0.505
C -0.12 0.18 4.03 -0.927
N -0.30 1.17 4.91 0.010
C 0.93 1.49 5.64 -0.167
C 1.89 0.38 5.18 -0.151
N 1.07 -0.41 4.26 0.033
H -0.96 1.90 4.69 0.084
H 0.76 1.46 6.71 0.109
H 1.28 2.48 5.35 0.061
H 2.23 -0.24 6.01 0.109
H 2.76 0.79 4.66 0.089
H 1.47 -0.98 3.53 0.082
C 3.87 -2.25 -0.48 -0.296
Si 2.62 -1.25 0.60 0.339
C 1.88 -2.74 1.60 -0.294
C 3.85 -0.49 1.88 -0.301
H 4.60 -2.78 0.15 0.014
H 4.42 -1.60 -1.17 0.006
H 3.36 -3.00 -1.09 -0.021
H 2.66 -3.28 2.16 0.018
H 1.42 -3.47 0.92 0.001
H 1.08 -2.47 2.30 -0.025
H 4.43 -1.26 2.39 0.017
H 3.34 0.12 2.63 -0.049
H 4.55 0.18 1.37 0.013
C -3.89 -1.71 -1.17 -0.048
C -2.52 -1.80 -1.79 -0.273
C -2.33 -1.52 -3.14 -0.034
C -1.07 -1.61 -3.72 -0.077
C 0.01 -1.98 -2.94 -0.403
C -0.15 -2.26 -1.59 -0.146
C -1.41 -2.16 -1.02 -0.064
S 1.64 -2.01 -3.70 0.879
C 1.86 -3.79 -3.51 -0.242
O 1.43 -1.80 -5.16 -0.544
H -4.65 -1.55 -1.92 0.077
H -3.94 -0.88 -0.46 0.039
H -4.12 -2.63 -0.62 0.082
H -3.17 -1.23 -3.75 0.117
H -0.90 -1.38 -4.77 0.107
H 0.70 -2.54 -0.97 0.046
H -1.54 -2.38 0.04 0.117
H 1.77 -4.07 -2.46 0.040
H 2.86 -4.03 -3.88 0.051
H 1.10 -4.29 -4.11 0.062
```

The charge is -1. Its electronic energy is -5323.93520 a.u. As for the HOMO-LUMO gap: 6.3 eV. The maximum force is 0.85 eV/A. The calculation puts the energy above the lowest of the compared OMol25 structures with the same formula, charge and spin at 0.059 eV.

A single C4H4FNO molecule. Source: the Open Molecules 2025 dataset; level of theory: ωB97M-V with the def2-TZVPD basis set.

XYZ file:
```
11
Properties=species:S:1:pos:R:3:lowdin_charge:R:1
C 1.91 0.85 -0.04 -0.078
O 1.71 -0.52 0.01 -0.122
C 0.59 -1.10 0.03 -0.117
C -0.68 -0.53 -0.01 -0.389
F -1.69 -1.25 -0.05 0.140
C -1.01 0.86 -0.10 -0.155
N -1.45 1.95 0.12 0.155
H 3.02 1.00 -0.43 0.137
H 1.72 1.27 1.02 0.137
H 1.25 1.25 -0.80 0.072
H 0.79 -2.28 0.49 0.220
```

Its SMILES is CO/C=C(/F)C#N. The charge is 0. Its electronic energy is -384.55547 a.u. As for the HOMO-LUMO gap: 9.4 eV. The maximum force is 6.21 eV/A. The calculation puts the energy above the lowest of the compared OMol25 structures with the same formula, charge and spin at 3.268 eV.

C29H37IN2P2PtSi as an isolated structure. Source: the Open Molecules 2025 dataset; level of theory: ωB97M-V with the def2-TZVPD basis set.

XYZ file:
```
73
Properties=species:S:1:pos:R:3:lowdin_charge:R:1
Pt -0.64 -0.42 0.58 0.841
C 5.18 -0.93 0.97 -0.027
C 4.28 0.11 0.35 -0.320
C 4.79 1.05 -0.53 -0.021
C 3.92 1.99 -1.07 -0.034
C 2.59 1.97 -0.70 -0.031
C 2.15 1.01 0.21 -0.442
N 2.99 0.09 0.70 0.104
N 0.84 1.05 0.68 -0.309
Si 0.10 2.54 1.16 0.337
C 0.92 3.19 2.70 -0.150
C 0.04 3.92 -0.09 -0.180
C -1.71 2.02 1.48 -0.173
H 6.17 -0.52 1.15 0.088
H 5.30 -1.79 0.31 0.086
H 4.77 -1.27 1.92 0.074
H 5.84 1.06 -0.78 0.122
H 4.28 2.73 -1.77 0.121
H 1.90 2.70 -1.12 0.078
H 1.99 3.31 2.53 0.048
H 0.79 2.54 3.56 0.016
H 0.52 4.18 2.97 0.050
H 0.82 4.66 0.10 0.051
H -0.92 4.44 0.00 0.045
H 0.13 3.60 -1.13 0.004
H -2.00 0.95 1.40 -0.032
H -2.36 2.53 0.78 0.040
H -2.02 2.31 2.49 0.056
I -1.29 0.73 -1.81 1.280
C -3.24 0.70 -1.04 -0.600
C -4.15 1.60 -1.49 -0.115
C -5.49 1.47 -1.06 -0.036
C -5.86 0.40 -0.31 0.003
C -4.91 -0.57 0.11 -0.145
C -5.32 -1.78 0.73 -0.002
C -4.40 -2.74 0.99 -0.040
C -3.02 -2.49 0.81 -0.113
C -2.55 -1.30 0.33 -0.307
C -3.53 -0.37 -0.17 -0.274
H -3.87 2.39 -2.18 0.113
H -6.22 2.20 -1.39 0.123
H -6.90 0.25 -0.04 0.129
H -6.37 -1.93 0.92 0.129
H -4.71 -3.70 1.39 0.118
H -2.35 -3.28 1.12 0.072
C -1.38 -0.40 3.91 -0.179
P -0.26 -1.12 2.72 0.827
C 1.41 -0.81 3.30 -0.182
C -0.50 -2.90 2.68 -0.378
C -0.95 -3.66 3.75 -0.036
C -1.05 -5.04 3.61 -0.018
C -0.68 -5.66 2.43 -0.018
C -0.24 -4.91 1.35 -0.047
C -0.18 -3.52 1.47 -0.397
P 0.27 -2.45 0.10 0.812
C 2.04 -2.69 -0.07 -0.182
C -0.39 -3.04 -1.47 -0.195
H -2.42 -0.58 3.63 0.075
H -1.19 0.66 4.01 0.051
H -1.18 -0.88 4.88 0.074
H 1.68 -1.57 4.04 0.078
H 1.44 0.18 3.75 0.060
H 2.10 -0.80 2.45 0.012
H -1.22 -3.20 4.69 0.118
H -1.42 -5.64 4.44 0.128
H -0.75 -6.74 2.34 0.128
H 0.01 -5.40 0.42 0.120
H 2.12 -3.78 -0.11 0.081
H 2.58 -2.31 0.79 0.034
H 2.43 -2.25 -0.98 0.076
H -0.15 -4.10 -1.58 0.071
H 0.12 -2.50 -2.27 0.062
H -1.46 -2.88 -1.54 0.049
```

The charge is +2. Its electronic energy is -2625.54555 a.u. As for the HOMO-LUMO gap: 5.6 eV. The maximum force is 0.52 eV/A. The calculation puts the energy above the lowest of the compared OMol25 structures with the same formula, charge and spin at 2.709 eV.